# 1
This record from the Open Molecules 2025 dataset describes C8H32BaO8 as an isolated structure. The level of theory is wB97M-V/def2-TZVPD.

The charge is +2. Its multiplicity is 1. The frontier orbital gap comes out at 11.5 eV. Its lowest unoccupied orbital energy is -5.22 eV.

Element x y z (Å)
Ba: -0.162 0.256 -0.209
C: 2.984 2.613 0.465
O: 2.414 1.552 -0.318
H: 2.449 2.637 1.411
H: 4.038 2.422 0.664
H: 2.861 3.579 -0.028
H: 2.948 1.473 -1.115
C: -1.914 -3.393 -0.080
O: -0.764 -2.529 0.026
H: -1.740 -4.172 -0.821
H: -2.148 -3.849 0.881
H: -2.746 -2.771 -0.397
H: -0.032 -3.087 0.304
C: -0.506 3.911 0.718
O: -0.201 2.590 1.218
H: -0.359 3.885 -0.359
H: -1.531 4.188 0.951
H: 0.172 4.651 1.139
H: -0.087 2.659 2.171
C: 3.313 -1.227 1.266
O: 1.871 -1.160 1.205
H: 3.672 -2.187 0.899
H: 3.693 -0.432 0.637
H: 3.657 -1.075 2.288
H: 1.526 -1.886 1.732
C: -0.120 -0.543 3.550
O: -0.885 -0.390 2.345
H: 0.206 -1.577 3.676
H: 0.753 0.100 3.472
H: -0.701 -0.259 4.425
H: -1.824 -0.478 2.530
C: -1.825 -1.593 -3.084
O: -2.094 -0.595 -2.072
H: -0.747 -1.691 -3.185
H: -2.236 -2.552 -2.773
H: -2.247 -1.311 -4.044
H: -2.842 -0.080 -2.390
C: 2.126 -1.072 -3.021
O: 1.375 -1.325 -1.814
H: 1.681 -1.570 -3.883
H: 2.102 0.002 -3.197
H: 3.160 -1.395 -2.911
H: 1.300 -2.279 -1.716
C: -3.421 1.941 -0.326
O: -2.892 0.900 0.500
H: -3.776 2.789 0.262
H: -2.620 2.286 -0.982
H: -4.247 1.581 -0.943
H: -3.633 0.464 0.930

# 2
This record from the Open Molecules 2025 dataset describes C53H51IrN4O3PSTe as an isolated structure at a distorted geometry. The level of theory is wB97M-V/def2-TZVPD.

Its multiplicity is 2. The frontier orbital gap (spin up / spin down) comes out at 6.2 / 6.2 eV. Its lowest unoccupied orbital energy (spin up / spin down) is -0.56 / -0.59 eV.

Element x y z (Å)
Ir: -0.447 0.271 -0.977
O: 3.577 1.280 -0.031
S: 2.539 0.932 -0.960
O: 1.724 2.016 -1.455
N: 1.444 -0.135 -0.370
C: 1.737 -1.376 0.173
C: 2.965 -1.895 0.499
C: 3.053 -3.199 1.035
C: 1.948 -3.976 1.237
C: 0.669 -3.472 0.898
C: -0.537 -4.193 1.031
C: -1.719 -3.618 0.657
C: -1.714 -2.310 0.147
N: -0.608 -1.621 0.013
C: 0.578 -2.175 0.372
C: 3.266 0.156 -2.374
C: 4.580 -0.282 -2.326
C: 5.126 -0.897 -3.445
C: 4.359 -1.062 -4.589
C: 3.045 -0.611 -4.627
C: 2.489 -0.002 -3.515
H: 3.858 -1.299 0.369
H: 4.032 -3.585 1.290
H: 2.032 -4.971 1.655
H: -0.510 -5.197 1.438
H: -2.659 -4.145 0.751
H: -2.629 -1.823 -0.165
H: 5.165 -0.117 -1.431
H: 6.153 -1.237 -3.425
H: 4.788 -1.544 -5.459
H: 2.453 -0.721 -5.527
H: 1.468 0.358 -3.530
C: -2.603 3.328 0.219
C: -1.848 2.132 -0.255
O: -1.829 1.810 -1.535
N: -1.177 1.323 0.488
Te: -0.177 2.100 2.983
C: 0.888 2.589 4.775
C: 0.522 2.103 6.033
C: -0.602 1.124 6.252
C: 1.220 2.527 7.165
C: 2.259 3.436 7.088
C: 2.982 3.911 8.318
C: 2.603 3.924 5.831
C: 1.936 3.526 4.680
C: 2.362 4.141 3.371
C: 0.106 0.019 3.298
C: 1.395 -0.477 3.532
C: 2.654 0.333 3.372
C: 1.546 -1.808 3.923
C: 0.467 -2.662 4.057
C: 0.642 -4.075 4.541
C: -0.795 -2.169 3.745
C: -0.997 -0.845 3.375
C: -2.396 -0.391 3.061
H: -3.308 3.642 -0.549
H: -1.911 4.145 0.426
H: -3.130 3.094 1.143
H: -1.244 1.037 5.381
H: -1.216 1.438 7.099
H: -0.211 0.128 6.476
H: 0.923 2.142 8.136
H: 2.577 3.447 9.217
H: 2.895 4.993 8.429
H: 4.047 3.675 8.267
H: 3.411 4.644 5.747
H: 3.162 4.863 3.538
H: 1.539 4.662 2.880
H: 2.723 3.394 2.661
H: 2.479 1.249 2.816
H: 3.400 -0.251 2.831
H: 3.076 0.602 4.344
H: 2.548 -2.180 4.118
H: 1.695 -4.353 4.577
H: 0.120 -4.786 3.895
H: 0.230 -4.194 5.545
H: -1.652 -2.834 3.801
H: -3.109 -1.197 3.246
H: -2.476 -0.074 2.019
H: -2.679 0.471 3.669
N: -1.041 -0.617 -2.530
P: -1.884 -0.234 -3.809
C: -3.513 0.465 -3.470
C: -4.235 -0.043 -2.393
C: -5.474 0.484 -2.076
C: -5.995 1.529 -2.831
C: -5.275 2.043 -3.898
C: -4.032 1.512 -4.220
C: -1.046 0.897 -4.957
C: -0.504 2.071 -4.428
C: 0.254 2.906 -5.232
C: 0.478 2.578 -6.564
C: -0.065 1.418 -7.096
C: -0.823 0.575 -6.293
C: -2.149 -1.752 -4.751
C: -1.112 -2.683 -4.804
C: -1.306 -3.900 -5.435
C: -2.537 -4.199 -6.006
C: -3.571 -3.278 -5.952
C: -3.379 -2.054 -5.323
H: -3.808 -0.841 -1.798
H: -6.032 0.089 -1.237
H: -6.963 1.944 -2.583
H: -5.675 2.864 -4.479
H: -3.468 1.919 -5.050
H: -0.665 2.319 -3.385
H: 0.681 3.808 -4.814
H: 1.081 3.227 -7.186
H: 0.107 1.163 -8.134
H: -1.240 -0.333 -6.710
H: -0.166 -2.456 -4.325
H: -0.502 -4.624 -5.468
H: -2.692 -5.157 -6.486
H: -4.533 -3.514 -6.388
H: -4.190 -1.338 -5.276

# 3
This record from the Open Molecules 2025 dataset describes one molecule with the formula C3H6O3S at a distorted geometry. The level of theory is wB97M-V/def2-TZVPD.

Its multiplicity is 1. The frontier orbital gap comes out at 10.1 eV. Its lowest unoccupied orbital energy is 0.48 eV. As for the SMILES: C[C@@H](O)C(=O)OS.

Element x y z (Å)
C: -1.275 0.571 0.980
C: -0.369 0.426 -0.234
O: -0.588 1.412 -1.144
C: 1.110 0.595 0.217
O: 1.581 1.627 0.667
O: 1.988 -0.387 -0.242
S: 3.632 -0.062 -0.265
H: -0.952 1.285 1.708
H: -2.223 0.850 0.521
H: -1.484 -0.363 1.511
H: -0.475 -0.630 -0.615
H: -0.058 2.123 -0.858
H: 4.023 0.090 1.052

# 4
This record from the Open Molecules 2025 dataset describes one molecule with the formula C3H12N4O at a distorted geometry. The level of theory is wB97M-V/def2-TZVPD.

Its multiplicity is 1. The frontier orbital gap comes out at 10.2 eV. Its lowest unoccupied orbital energy is 0.91 eV. As for the SMILES: CC(N)(N)C(N)(N)O.

Element x y z (Å)
C: -1.187 1.433 0.253
C: -0.115 0.376 0.469
N: -0.760 -0.675 1.456
N: 1.117 0.968 0.851
C: 0.106 -0.515 -0.802
N: 1.299 -1.360 -0.545
N: 0.331 0.362 -1.923
O: -1.025 -1.292 -0.981
H: -0.910 2.051 -0.591
H: -1.274 2.057 1.145
H: -2.142 0.959 0.040
H: -0.044 -1.307 1.797
H: -1.150 -0.202 2.265
H: 1.882 0.305 0.767
H: 1.088 1.386 1.775
H: 1.017 -2.169 0.000
H: 1.637 -1.719 -1.436
H: 1.194 0.876 -1.784
H: 0.346 -0.176 -2.784
H: -1.410 -1.357 0.028

# 5
This record from the Open Molecules 2025 dataset describes a 2-piece molecular cluster, C5H14 overall at a distorted geometry. The level of theory is wB97M-V/def2-TZVPD.

The charge is +1. Its multiplicity is 2. The frontier orbital gap (spin up / spin down) comes out at 10.9 / 3.6 eV. Its lowest unoccupied orbital energy (spin up / spin down) is -3.31 / -10.62 eV.

Element x y z (Å)
C: -0.674 2.269 0.334
C: 0.683 2.581 -0.478
C: -1.472 1.231 -0.354
H: -0.137 1.865 1.257
H: -1.298 3.126 0.556
H: 0.231 3.174 -1.308
H: -1.007 0.519 -1.035
H: 1.146 1.698 -0.907
H: 1.374 3.228 0.053
H: -1.961 0.667 0.479
H: -2.193 1.673 -1.055
C: 1.295 -3.058 0.590
C: -0.043 -2.464 0.072
H: 1.204 -3.328 1.639
H: 1.716 -3.770 -0.122
H: 2.094 -2.310 0.500
H: 0.349 -1.709 -0.616
H: -0.712 -2.166 0.871
H: -0.592 -3.229 -0.476

We obtain DFT total energy values of -950.92892 -3606.84206 -741.77334 -415.77856 -198.46030 hartree for the records listed above, in that order.
We obtain relative energy (zero: lowest compared OMol25 entry of this formula, charge and spin) values of 0.00 114.13 23.62 48.12 70.01 kJ/mol for the records listed above, in that order.